(1)
Molecular formula: C33H35AuCl2N3O5SSi
Method: DFT, ωB97M-V with the def2-TZVPD basis set

Last column: Löwdin charge in e.
Geometry (Å):
Au1 0.03 1.25 1.81  1.19
N1 -2.86 3.98 1.61  0.18
C1 -1.66 4.43 1.17  -0.57
O1 -1.55 5.09 0.15  0.02
C2 -0.45 4.19 2.07  -0.18
C3 -0.40 2.92 2.91  -0.27
H1 -3.61 4.03 0.93  0.10
H2 -2.92 3.23 2.28  0.06
H3 -0.42 5.06 2.74  0.12
H4 0.43 4.27 1.43  0.09
H5 -1.34 2.70 3.42  0.04
H6 0.37 3.02 3.67  0.04
Cl1 -2.55 -1.34 -3.99  0.71
C4 -1.14 -0.32 -3.87  -0.60
C5 -0.17 -0.40 -4.85  -0.12
C6 0.96 0.38 -4.75  -0.09
C7 1.11 1.26 -3.68  -0.11
C8 0.12 1.34 -2.72  -0.58
Cl2 0.28 2.50 -1.45  0.79
C9 -1.02 0.53 -2.77  -0.34
N2 -1.98 0.53 -1.74  0.06
C10 -3.14 1.30 -1.84  -0.20
C11 -3.40 2.10 -2.95  -0.02
C12 -4.56 2.86 -3.02  -0.09
C13 -5.47 2.84 -1.98  -0.11
C14 -5.22 2.04 -0.88  -0.06
C15 -4.07 1.26 -0.79  -0.16
C16 -3.88 0.36 0.41  -0.04
C17 -2.91 0.91 1.45  -0.62
O2 -3.20 1.03 2.62  0.03
O3 -1.77 1.23 0.91  -0.23
H7 -0.31 -1.10 -5.67  0.10
H8 1.74 0.31 -5.50  0.10
H9 1.98 1.89 -3.59  0.10
H10 -1.57 0.57 -0.81  0.07
H11 -2.68 2.13 -3.76  0.11
H12 -4.73 3.48 -3.89  0.10
H13 -6.37 3.44 -2.03  0.09
H14 -5.94 2.00 -0.07  0.11
H15 -3.46 -0.60 0.07  0.13
H16 -4.83 0.17 0.90  0.12
C18 -0.48 -3.05 -0.83  -0.09
C19 1.03 -2.81 -0.79  -0.59
C20 1.76 -4.15 -0.64  -0.10
C21 1.47 -2.16 -2.10  -0.09
Si1 1.39 -1.63 0.66  0.45
O4 0.35 -0.41 0.60  -0.44
C22 3.16 -0.98 0.50  -0.22
C23 4.26 -1.41 1.24  -0.09
C24 5.51 -0.82 1.09  -0.10
C25 5.69 0.23 0.20  -0.11
C26 4.61 0.68 -0.55  -0.10
C27 3.36 0.08 -0.40  -0.13
C28 1.20 -2.59 2.29  -0.20
C29 2.02 -3.65 2.69  -0.12
C30 1.82 -4.31 3.89  -0.10
C31 0.77 -3.94 4.72  -0.11
C32 -0.06 -2.90 4.34  -0.09
C33 0.15 -2.24 3.14  -0.09
H17 -0.73 -3.74 -1.65  0.08
H18 -1.02 -2.12 -0.99  0.06
H19 -0.84 -3.50 0.10  0.08
H20 1.60 -4.76 -1.53  0.08
H21 1.40 -4.71 0.22  0.07
H22 2.84 -4.01 -0.53  0.08
H23 1.18 -2.80 -2.95  0.09
H24 2.55 -2.03 -2.15  0.08
H25 1.00 -1.19 -2.25  0.05
H26 4.14 -2.20 1.97  0.08
H27 6.35 -1.17 1.69  0.09
H28 6.66 0.70 0.09  0.09
H29 4.72 1.51 -1.23  0.10
H30 2.52 0.47 -0.96  0.08
H31 2.84 -3.97 2.05  0.09
H32 2.47 -5.13 4.17  0.09
H33 0.61 -4.45 5.66  0.09
H34 -0.88 -2.60 4.98  0.10
H35 -0.51 -1.43 2.86  0.08
O5 2.85 3.12 1.39  -0.55
S1 2.98 2.03 2.36  0.72
N3 1.81 1.15 2.68  -0.51

Its gap between HOMO and LUMO is 8.28 eV. The calculation puts the LUMO energy at 2.61 eV. As for the net charge: -1. The HOMO energy comes out at -0.20857 Eh.



(2)
Molecular formula: C33H35BF2O3S
Method: DFT, ωB97M-V with the def2-TZVPD basis set

Last column: Löwdin charge in e.
Geometry (Å):
C1 -0.14 -3.96 1.34  -0.01
C2 0.48 -3.44 0.06  -0.43
C3 0.73 -4.65 -0.81  -0.02
O1 -0.44 -2.58 -0.66  0.16
B1 0.15 -1.35 -0.79  -0.59
C4 -0.33 0.00 -1.53  -0.10
C5 0.91 0.77 -1.90  -0.04
C6 1.84 0.19 -2.69  -0.05
C7 3.10 0.77 -3.07  -0.21
C8 4.13 -0.03 -3.62  -0.04
C9 5.36 0.53 -3.94  -0.08
C10 5.59 1.90 -3.74  -0.02
C11 4.56 2.68 -3.22  -0.25
F1 4.76 4.02 -3.05  0.03
C12 3.32 2.16 -2.88  0.05
C13 -1.65 0.77 -1.60  -0.16
C14 -2.85 0.05 -1.57  -0.04
C15 -4.05 0.64 -1.96  -0.07
C16 -4.09 1.97 -2.38  -0.02
C17 -2.90 2.69 -2.34  -0.26
F2 -2.94 4.01 -2.69  0.04
C18 -1.68 2.12 -1.97  0.04
O2 1.27 -1.18 0.02  0.13
C19 1.74 -2.50 0.35  -0.45
C20 2.26 -2.47 1.77  -0.01
C21 2.94 -2.80 -0.54  -0.01
H1 0.57 -4.64 1.84  0.10
H2 -0.42 -3.17 2.05  0.08
H3 -1.03 -4.55 1.12  0.10
H4 1.46 -5.32 -0.35  0.10
H5 -0.20 -5.21 -0.93  0.10
H6 1.09 -4.38 -1.81  0.09
H7 -0.46 -0.71 -2.41  0.17
H8 1.02 1.77 -1.48  0.11
H9 1.64 -0.82 -3.07  0.13
H10 3.95 -1.10 -3.77  0.11
H11 6.16 -0.10 -4.32  0.10
H12 6.54 2.36 -3.98  0.11
H13 2.53 2.79 -2.47  0.12
H14 -2.80 -1.00 -1.26  0.12
H15 -4.96 0.04 -1.94  0.11
H16 -5.01 2.45 -2.70  0.12
H17 -0.78 2.74 -2.02  0.12
H18 2.59 -3.47 2.07  0.10
H19 3.11 -1.79 1.83  0.10
H20 1.50 -2.12 2.47  0.08
H21 3.40 -3.76 -0.27  0.10
H22 2.66 -2.82 -1.60  0.08
H23 3.70 -2.02 -0.42  0.10
C22 -2.16 5.73 0.01  -0.05
O3 -2.88 4.47 -0.03  -0.12
C23 -2.54 3.48 0.84  -0.29
C24 -3.52 2.51 1.10  0.00
C25 -3.14 1.30 1.63  -0.05
C26 -1.82 1.11 2.09  -0.25
C27 -1.50 0.06 3.01  -0.45
C28 -0.36 -0.11 3.81  -0.11
C29 -0.51 -1.14 4.78  -0.14
C30 -1.74 -1.77 4.70  -0.62
C31 -2.26 -2.76 5.67  -0.12
S1 -2.67 -1.20 3.37  1.08
C32 -0.83 2.08 1.79  -0.02
C33 -1.21 3.31 1.29  -0.01
H24 -2.82 6.43 -0.50  0.09
H25 -1.99 6.05 1.05  0.10
H26 -1.21 5.65 -0.54  0.09
H27 -4.56 2.71 0.81  0.13
H28 -3.87 0.50 1.72  0.09
H29 0.52 0.51 3.75  0.10
H30 0.22 -1.38 5.54  0.11
H31 -1.67 -2.70 6.59  0.08
H32 -3.31 -2.51 5.90  0.08
H33 -2.20 -3.78 5.27  0.08
H34 0.21 1.86 2.02  0.11
H35 -0.50 4.13 1.18  0.11

Its gap between HOMO and LUMO is 7.68 eV. The calculation puts the LUMO energy at 0.49 eV. The HOMO energy comes out at -0.26422 Eh. Its structure (SMILES) is CC1(C)OB([C@H](/C=C/c2cccc(F)c2)c2cccc(F)c2)OC1(C)C.COc1ccc(-c2ccc(C)s2)cc1.



(3)
Molecular formula: C33H35Br2N7O4RuS3
Method: DFT, ωB97M-V with the def2-TZVPD basis set

Last column: Löwdin spin population.
Geometry (Å):
Ru1 1.48 -0.69 0.01  3.24
C1 0.37 2.99 -0.32  0.00
C2 1.80 2.61 -0.42  0.04
C3 2.71 3.68 -0.21  -0.02
C4 4.07 3.54 -0.27  0.03
C5 4.55 2.26 -0.66  0.00
C6 5.93 1.94 -0.81  0.19
Br1 7.29 3.19 -0.34  0.06
C7 6.35 0.72 -1.33  -0.02
C8 5.38 -0.22 -1.69  0.18
Br2 5.94 -1.77 -2.57  0.06
C9 4.00 -0.04 -1.46  0.08
O1 3.05 -0.89 -1.68  0.40
C10 3.60 1.23 -0.90  0.07
N1 2.25 1.34 -0.58  0.07
H1 0.29 3.94 0.20  0.00
H2 -0.23 2.26 0.23  0.00
H3 -0.06 3.09 -1.33  0.00
H4 2.27 4.62 0.07  0.00
H5 4.75 4.36 -0.04  0.00
H6 7.42 0.51 -1.43  0.00
C11 -1.23 0.11 -1.78  0.01
C12 -1.54 0.05 -0.33  0.01
N2 -0.67 -0.29 0.63  0.06
C13 -1.38 -0.38 1.80  0.01
C14 -2.65 0.07 1.59  0.00
N3 -2.80 0.26 0.22  0.00
C15 -3.87 1.05 -0.45  0.00
N4 -3.65 2.51 -0.31  0.00
N5 -2.73 3.01 0.56  0.00
N6 -2.71 4.31 0.50  0.00
C16 -3.65 4.72 -0.46  0.00
C17 -4.04 5.99 -0.89  0.00
C18 -5.04 6.05 -1.86  0.00
C19 -5.63 4.90 -2.38  0.00
C20 -5.25 3.64 -1.95  0.00
C21 -4.24 3.58 -0.99  0.00
H7 -0.14 -0.03 -1.91  0.01
H8 -1.54 1.07 -2.17  0.00
H9 -1.78 -0.66 -2.34  0.00
H10 -0.88 -0.69 2.70  0.00
H11 -3.44 0.30 2.30  0.00
H12 -4.86 0.78 -0.04  0.00
H13 -3.89 0.81 -1.52  0.00
H14 -3.56 6.88 -0.50  0.00
H15 -5.38 7.01 -2.20  0.00
H16 -6.41 5.00 -3.12  0.00
H17 -5.73 2.76 -2.37  0.00
C22 -0.06 -3.53 1.14  0.01
S1 0.16 -3.01 -0.58  0.07
O2 1.19 -3.82 -1.21  0.00
C23 -1.43 -3.74 -1.22  0.03
C24 -1.35 -4.89 -1.99  0.01
C25 -2.52 -5.51 -2.41  0.00
C26 -3.75 -4.98 -2.07  0.00
C27 -3.82 -3.85 -1.26  0.00
C28 -2.64 -3.26 -0.79  0.00
H18 -0.20 -4.61 1.13  0.00
H19 -0.92 -3.04 1.56  0.00
H20 0.87 -3.27 1.66  0.00
H21 -0.37 -5.28 -2.24  0.00
H22 -2.43 -6.41 -3.02  0.00
H23 -4.66 -5.44 -2.43  0.00
H24 -4.78 -3.43 -0.99  0.00
H25 -2.70 -2.45 -0.08  0.00
C29 0.67 0.83 5.48  0.00
N7 1.11 0.27 4.19  0.00
C30 1.66 -1.09 4.21  0.00
C31 1.29 1.07 3.12  0.01
O3 1.75 0.76 1.98  0.05
H26 1.49 0.82 6.20  0.00
H27 -0.13 0.18 5.87  0.00
H28 0.30 1.84 5.35  0.00
H29 2.50 -1.17 4.89  0.00
H30 2.00 -1.34 3.19  0.00
H31 0.90 -1.81 4.49  0.00
H32 0.99 2.12 3.29  0.00
C32 4.11 -4.75 -1.52  0.00
O4 3.99 -3.46 -0.84  0.01
C33 3.44 -3.45 0.36  0.02
S2 3.12 -4.80 1.29  0.06
S3 3.21 -1.86 1.06  0.23
H33 4.65 -4.52 -2.44  0.00
H34 3.11 -5.15 -1.71  0.00
H35 4.69 -5.43 -0.89  0.00

The expectation value of S² is 8.812. Its gap between HOMO and LUMO (spin up / spin down) is 6.34 / 4.59 eV. The calculation puts the LUMO energy (spin up / spin down) at -3.05 / -4.95 eV. As for the spin multiplicity: 6. As for the net charge: +1. The HOMO energy (spin up / spin down) comes out at -0.34480 / -0.35054 Eh.



(4)
Molecular formula: C33H35CaCl2N4O2SbSe4
Method: DFT, ωB97M-V with the def2-TZVPD basis set

Last column: Löwdin charge in e.
Geometry (Å):
Ca1 1.41 -0.75 -0.49  1.09
C1 -1.11 -4.35 1.18  -0.11
C2 -1.39 -3.88 2.48  -0.11
C3 -1.20 -2.57 2.80  -0.05
C4 -0.75 -1.65 1.80  -0.26
N1 -0.36 -2.15 0.58  0.00
C5 -0.56 -3.44 0.31  -0.20
C6 -0.70 -0.27 2.01  -0.23
C7 -1.03 0.37 3.24  -0.08
C8 -0.58 1.62 3.52  -0.13
C9 0.34 2.22 2.58  -0.10
C10 0.49 1.72 1.35  -0.13
N2 -0.30 0.60 0.90  -0.07
H1 -1.25 -5.39 0.90  0.08
H2 -1.75 -4.57 3.24  0.09
H3 -1.38 -2.23 3.81  0.09
H4 -0.25 -3.76 -0.68  0.08
H5 -1.62 -0.17 3.97  0.10
H6 -0.84 2.12 4.44  0.08
H7 0.96 3.06 2.88  0.10
H8 1.25 2.09 0.66  0.00
C11 0.72 -0.76 -4.97  -0.01
C12 0.29 -1.08 -3.58  -0.36
O1 1.12 -1.25 -2.72  -0.16
C13 -1.15 -1.27 -3.21  -0.07
C14 -1.93 -2.08 -4.02  -0.03
C15 -3.20 -2.49 -3.62  -0.10
C16 -3.67 -2.07 -2.39  -0.08
C17 -2.92 -1.22 -1.59  -0.02
C18 -1.66 -0.79 -1.99  -0.22
O2 -0.87 0.09 -1.32  -0.09
H9 1.40 0.10 -4.94  0.00
H10 -0.12 -0.55 -5.64  0.08
H11 1.32 -1.59 -5.36  0.10
H12 -1.52 -2.42 -4.96  0.12
H13 -3.79 -3.14 -4.25  0.09
H14 -4.64 -2.39 -2.04  0.10
H15 -3.34 -0.91 -0.64  0.11
C19 2.42 -0.79 3.37  0.00
C20 3.44 -0.56 2.31  -0.40
N3 3.39 -1.00 1.07  0.00
C21 4.54 -0.53 0.44  -0.20
C22 5.28 0.17 1.32  -0.08
N4 4.58 0.14 2.51  0.09
H16 1.76 -1.60 3.06  0.07
H17 1.81 0.10 3.54  0.06
H18 2.90 -1.08 4.31  0.08
H19 4.73 -0.69 -0.61  0.01
H20 6.19 0.73 1.17  0.10
H21 4.83 0.60 3.36  0.15
Se1 6.38 1.96 -2.37  -0.39
Sb1 4.30 1.01 -3.25  -0.38
Se2 3.47 1.84 -5.41  -0.33
Se3 4.49 -1.47 -3.36  -0.21
Se4 2.53 1.66 -1.55  -0.08
C23 -0.73 3.01 -1.21  -0.06
C24 -1.81 2.20 -0.49  -0.39
C25 -2.99 2.07 -1.48  -0.02
C26 -1.34 0.77 -0.10  -0.22
C27 -2.35 2.90 0.75  -0.16
C28 -3.33 2.29 1.55  -0.04
C29 -3.89 2.94 2.63  -0.09
C30 -3.49 4.23 2.96  -0.11
C31 -2.51 4.85 2.19  -0.09
C32 -1.96 4.19 1.10  -0.03
H22 -0.28 2.42 -2.02  0.05
H23 0.09 3.33 -0.57  0.05
H24 -1.18 3.90 -1.66  0.09
H25 -2.66 1.64 -2.42  0.09
H26 -3.38 3.07 -1.68  0.09
H27 -3.80 1.47 -1.07  0.08
H28 -2.18 0.21 0.28  0.12
H29 -3.66 1.28 1.33  0.11
H30 -4.63 2.44 3.23  0.10
H31 -3.92 4.74 3.81  0.09
H32 -2.17 5.85 2.44  0.10
H33 -1.19 4.68 0.52  0.11
Cl1 4.75 -4.64 0.62  0.46
C33 4.28 -3.89 -0.94  -1.03
Cl2 2.52 -3.82 -1.11  0.53
H34 4.66 -4.51 -1.74  0.02
H35 4.68 -2.88 -1.03  -0.08

Its gap between HOMO and LUMO is 4.63 eV. The calculation puts the LUMO energy at 3.75 eV. As for the net charge: -2. The HOMO energy comes out at -0.03203 Eh.



It is found that the energy above the lowest of the compared OMol25 structures with the same formula, charge and spin values, taken in the order of the records, are 0.0000 0.0462 0.0000 0.7313 eV.
It is found that the calculated total energy values, taken in the order of the records, are -96952.7737 -57879.1833 -228573.2478 -356257.1215 eV.